Record 1
{
  "formula": "C39H48F4InKNNaO4Rb",
  "method": "wB97M-V/def2-TZVPD",
  "symbols": ["C", "C", "C", "In", "C", "C", "C", "C", "C", "C", "C", "C", "C", "C", "C", "C", "N", "C", "C", "C", "C", "C", "C", "O", "C", "O", "C", "C", "C", "F", "F", "F", "H", "H", "H", "H", "H", "H", "H", "H", "H", "H", "H", "H", "H", "H", "H", "H", "H", "H", "H", "H", "H", "H", "H", "H", "H", "H", "H", "H", "H", "H", "H", "H", "H", "H", "H", "H", "H", "H", "H", "H", "Rb", "C", "C", "C", "C", "C", "C", "C", "O", "C", "C", "C", "C", "C", "C", "C", "O", "H", "H", "H", "H", "H", "H", "H", "H", "K", "F", "Na"],
  "coordinates": [[-7.977, -2.087, 6.601], [-6.557, -2.032, 6.712], [-4.944, -1.939, 7.146], [-3.792, -1.921, 5.144], [-4.569, -0.283, 3.748], [-3.577, 1.018, 3.629], [-4.000, 1.919, 2.291], [-2.726, 2.845, 1.733], [-2.461, 2.621, 0.104], [-1.297, 3.616, -0.506], [0.156, 2.858, -0.747], [0.609, 2.770, -2.322], [1.404, 4.159, -2.805], [3.023, 3.869, -2.765], [3.940, 5.196, -2.421], [3.703, 5.794, -0.896], [5.010, 6.132, -0.171], [5.370, 7.387, 0.612], [6.883, 7.327, 1.287], [7.513, 5.878, 0.846], [6.270, 5.257, -0.044], [-4.275, -3.971, 4.194], [-3.660, -4.138, 2.684], [-2.260, -4.592, 2.672], [-2.116, -5.963, 3.202], [-2.903, -7.002, 2.901], [-0.885, -6.173, 4.314], [0.511, -6.607, 3.508], [-1.534, -1.757, 5.541], [-1.163, -2.207, 6.934], [-0.794, -2.618, 4.552], [-1.096, -0.321, 5.469], [-9.132, -2.218, 6.870], [-4.728, -0.994, 7.802], [-4.736, -2.968, 7.715], [-4.715, -0.802, 2.685], [-5.633, 0.021, 4.192], [-2.470, 0.634, 3.526], [-3.678, 1.752, 4.564], [-4.936, 2.616, 2.516], [-4.308, 1.237, 1.375], [-1.752, 2.580, 2.333], [-3.040, 3.977, 1.904], [-2.250, 1.483, -0.118], [-3.466, 2.905, -0.436], [-1.085, 4.487, 0.283], [-1.659, 4.086, -1.537], [1.003, 3.375, -0.084], [0.039, 1.759, -0.333], [-0.274, 2.551, -3.073], [1.366, 1.851, -2.408], [1.088, 4.399, -3.930], [1.102, 5.077, -2.118], [3.277, 3.017, -1.980], [3.331, 3.508, -3.858], [3.742, 6.099, -3.155], [5.067, 4.864, -2.574], [3.045, 6.785, -0.981], [3.063, 5.031, -0.240], [4.693, 8.327, 0.792], [7.430, 8.112, 1.965], [8.551, 5.375, 1.074], [6.321, 4.192, -0.564], [-3.896, -4.755, 4.978], [-5.456, -4.022, 4.203], [-4.347, -4.945, 2.135], [-3.802, -3.118, 2.116], [-1.189, -7.005, 5.104], [-0.629, -5.165, 4.884], [0.277, -7.172, 2.491], [1.177, -7.341, 4.172], [1.110, -5.603, 3.350], [-0.346, 4.203, -4.305], [4.227, -1.140, -6.564], [4.555, -2.363, -7.149], [3.733, -3.474, -6.954], [2.585, -3.365, -6.160], [2.270, -2.149, -5.554], [3.087, -1.031, -5.766], [1.089, -2.036, -4.674], [0.810, -0.968, -4.145], [0.255, -3.231, -4.435], [-0.834, -3.152, -3.557], [-1.636, -4.274, -3.336], [-1.359, -5.471, -3.995], [-0.272, -5.554, -4.865], [0.543, -4.434, -5.078], [1.712, -4.541, -5.973], [1.959, -5.594, -6.549], [4.863, -0.272, -6.723], [5.451, -2.451, -7.761], [3.993, -4.423, -7.418], [2.840, -0.075, -5.307], [-1.059, -2.220, -3.041], [-2.478, -4.212, -2.650], [-1.988, -6.343, -3.828], [-0.059, -6.493, -5.373], [-5.243, -0.256, 0.633], [8.639, 9.105, 1.243], [2.359, 7.185, 0.499]],
  "atomic_forces_ev_per_a": [[9.348, 0.225, 1.608], [-8.869, -0.110, 0.937], [-1.964, -0.706, -0.201], [-0.773, -1.055, 0.339], [-0.542, 1.131, -0.154], [-0.892, 0.034, -0.844], [0.789, 0.511, -0.269], [-0.592, 0.184, -0.356], [-0.690, 0.590, 0.370], [0.718, 0.017, 0.345], [-0.451, -0.499, 0.256], [1.104, -0.619, 0.722], [3.749, -0.599, 1.267], [0.298, 0.530, 0.063], [0.134, -0.067, -0.167], [1.035, -0.271, -0.037], [3.517, 0.501, 1.484], [3.434, -0.827, 1.870], [-3.209, -3.969, -2.656], [-6.759, 1.931, -2.136], [1.936, 0.932, 1.481], [-0.056, 0.161, 0.166], [-2.617, -1.239, 0.455], [-0.969, -2.514, 1.382], [-2.786, -3.940, -0.028], [4.625, 6.946, 1.432], [0.430, 0.293, -0.570], [0.005, -0.032, 0.363], [0.664, -0.091, 0.963], [-0.236, 1.190, -3.980], [-0.855, 2.664, 2.824], [0.009, -3.546, -0.033], [3.359, 0.342, -0.973], [-0.828, -1.958, -1.120], [-0.468, 2.467, -1.154], [0.429, 0.897, 2.599], [2.157, -0.618, -1.213], [-2.110, 1.010, 0.188], [0.332, -1.859, -1.982], [1.997, -1.555, -0.434], [1.498, 2.543, 2.634], [-1.916, 0.599, -1.124], [1.018, -2.320, -0.383], [-0.162, 2.236, 0.388], [1.797, -0.601, 0.988], [-0.815, -1.762, -1.853], [0.619, -0.807, 2.197], [-1.713, -1.140, -1.689], [0.382, 2.214, -0.886], [1.746, -0.877, 2.886], [-1.683, 2.109, -0.062], [9.906, 0.498, 6.374], [0.475, -1.780, -1.388], [-0.521, 1.823, -1.686], [-0.593, 0.588, 2.483], [0.367, -2.004, 1.292], [-2.382, 0.932, 0.635], [2.347, -2.292, -1.494], [1.169, 1.129, -1.250], [1.136, -1.996, -0.829], [-0.487, -0.599, -1.803], [-2.521, 1.205, -0.651], [-0.440, 2.590, 1.137], [-0.627, 1.135, -1.848], [2.368, -0.053, -0.296], [1.690, 1.653, 0.859], [0.926, -1.895, 0.889], [0.347, 1.818, -2.047], [-0.931, -2.107, -1.316], [0.510, 1.369, 2.186], [-1.566, 1.713, -1.395], [-1.132, -2.266, -0.010], [-13.414, 0.657, -7.402], [-0.317, -0.030, 0.200], [-0.276, -0.209, 0.104], [0.184, 0.240, -0.049], [0.558, 0.305, -0.243], [0.404, 0.304, -0.195], [0.294, -0.106, -0.233], [-0.175, 0.722, 0.377], [-0.007, -0.028, -0.083], [-0.447, -0.164, 0.316], [-0.230, -0.338, 0.031], [0.284, 0.304, -0.150], [0.270, 0.078, -0.189], [-0.208, 0.048, 0.190], [-0.550, -0.308, 0.298], [0.361, -1.528, -0.809], [-0.205, 0.866, 0.463], [-0.111, -0.168, 0.034], [-0.187, 0.002, 0.117], [-0.224, 0.170, 0.181], [-0.051, -0.316, -0.016], [0.204, -0.165, -0.209], [0.174, -0.032, -0.115], [0.148, 0.165, -0.036], [0.100, 0.315, 0.062], [-1.152, -1.464, -0.967], [-0.387, -0.261, 0.328], [-0.252, 0.800, 2.255]],
  "total_energy_ha": -3245.16683,
  "spin_multiplicity": 1,
  "homo_energy_ev": -7.910,
  "gap_ev": 3.048,
  "charge": 1
}

***

Record 2
{
  "formula": "CH4BF",
  "method": "wB97M-V/def2-TZVPD",
  "symbols": ["B", "C", "F", "H", "H", "H", "H"],
  "coordinates": [[0.732, -0.579, -0.032], [-0.530, 0.409, -0.002], [-1.785, -0.076, 0.254], [0.618, -1.815, 0.107], [1.753, 0.082, -0.283], [-0.422, 1.040, -0.895], [-0.366, 0.939, 0.850]],
  "atomic_forces_ev_per_a": [[-0.761, 0.008, -0.508], [1.525, -2.302, -1.555], [-0.962, -0.697, -0.789], [0.401, 1.309, -0.066], [-0.644, -0.923, 0.399], [-0.696, 0.111, 0.149], [1.136, 2.494, 2.369]],
  "total_energy_ha": -165.14912,
  "spin_multiplicity": 1,
  "homo_energy_ev": -11.029,
  "smiles": "BCF",
  "gap_ev": 11.190,
  "de_lowest_kcal_mol": 6.4,
  "charge": 0
}

***

Record 3
{
  "formula": "C5H13NO2",
  "method": "wB97M-V/def2-TZVPD",
  "symbols": ["N", "C", "C", "O", "C", "C", "C", "O", "H", "H", "H", "H", "H", "H", "H", "H", "H", "H", "H", "H", "H"],
  "coordinates": [[1.583, 1.589, 0.051], [0.603, 0.580, 0.438], [0.950, 0.123, 1.842], [0.089, -0.878, 2.356], [0.648, -0.631, -0.526], [-0.482, -0.703, -1.596], [-1.880, -0.634, -0.995], [-2.501, 0.646, -1.202], [1.972, 1.476, -0.868], [2.236, 1.877, 0.760], [-0.376, 1.040, 0.420], [1.955, -0.284, 1.904], [0.960, 1.000, 2.516], [-0.800, -0.522, 2.473], [1.604, -0.648, -1.039], [0.508, -1.563, 0.012], [-0.349, 0.020, -2.405], [-0.294, -1.668, -2.057], [-2.576, -1.296, -1.478], [-1.794, -0.844, 0.077], [-2.056, 1.322, -0.683]],
  "atomic_forces_ev_per_a": [[-0.606, 0.425, -0.108], [1.501, -0.706, -0.577], [-0.378, 0.505, 0.876], [-0.207, -0.059, -0.014], [-1.188, 0.421, -0.497], [0.932, -0.157, 0.191], [0.236, 1.147, -0.188], [-0.042, -0.131, 0.116], [0.230, -0.020, 0.152], [0.125, -0.127, -0.127], [-0.541, -0.003, 0.244], [0.102, -0.195, -0.362], [-0.096, -0.113, -0.143], [0.196, 0.039, -0.016], [0.243, -0.109, 0.117], [0.344, -0.024, 0.437], [-0.219, 0.197, 0.184], [-0.348, -0.259, -0.254], [-0.090, -0.559, 0.002], [-0.310, -0.246, -0.039], [0.114, -0.029, 0.005]],
  "total_energy_ha": -403.50980,
  "spin_multiplicity": 1,
  "homo_energy_ev": -9.185,
  "smiles": "N[C@H](CO)CCCO",
  "gap_ev": 10.017,
  "de_lowest_kcal_mol": 41.9,
  "charge": 0
}

***

Record 4
{
  "formula": "C4H16AgCl2N8O4",
  "method": "wB97M-V/def2-TZVPD",
  "symbols": ["Ag", "Cl", "Cl", "C", "O", "N", "N", "H", "H", "H", "H", "C", "O", "N", "N", "H", "H", "H", "H", "C", "O", "N", "N", "H", "H", "H", "H", "C", "O", "N", "N", "H", "H", "H", "H"],
  "coordinates": [[0.097, 0.624, 0.203], [0.208, -0.700, 2.566], [0.604, 2.117, -1.804], [1.320, -2.290, -1.281], [0.923, -1.203, -0.952], [1.108, -3.420, -0.634], [2.113, -2.575, -2.311], [0.637, -3.397, 0.259], [1.159, -4.319, -1.091], [2.255, -1.766, -2.899], [2.198, -3.532, -2.620], [-1.775, 3.014, 1.628], [-0.774, 2.292, 1.376], [-2.760, 2.632, 2.467], [-1.929, 4.167, 1.103], [-3.647, 3.073, 2.665], [-2.664, 1.787, 3.012], [-1.260, 4.417, 0.388], [-2.714, 4.754, 1.347], [3.659, 0.294, 0.309], [2.440, 0.500, 0.345], [4.245, -0.267, -0.711], [4.397, 0.503, 1.359], [3.465, -0.672, -1.208], [5.188, -0.628, -0.677], [4.022, 0.922, 2.198], [5.366, 0.228, 1.290], [-2.962, -0.573, -0.819], [-1.896, -0.128, -0.570], [-3.242, -1.657, -1.432], [-4.054, -0.148, -0.182], [-4.231, -1.861, -1.399], [-2.476, -2.285, -1.627], [-4.164, 0.815, 0.102], [-4.856, -0.721, -0.399]],
  "atomic_forces_ev_per_a": [[0.644, 0.088, 0.379], [-0.134, 0.286, -0.816], [-0.310, -0.321, 0.541], [-0.390, -0.598, 0.543], [0.076, 0.590, -0.452], [-1.431, -2.410, 2.789], [1.501, 1.490, -2.353], [-0.186, 0.154, -0.184], [0.039, 0.293, 0.186], [0.047, -0.568, -0.680], [0.179, 0.556, -0.298], [1.648, -4.418, 0.918], [-1.537, 1.441, 0.867], [-0.867, -1.324, 1.607], [-0.226, 4.016, -1.977], [0.410, 0.480, -0.601], [0.508, -0.099, -0.474], [-0.247, 0.167, 0.019], [0.332, -0.041, -0.321], [-4.063, 0.683, 1.643], [1.209, 0.451, -0.192], [0.458, -0.971, -2.777], [2.771, 0.820, 2.630], [0.768, -0.554, -0.981], [-0.553, -0.206, -0.196], [0.026, -0.199, -0.343], [-0.202, 0.322, 0.603], [-1.315, 1.149, 2.946], [3.859, 1.714, -0.388], [0.151, -3.516, -3.017], [-2.245, 1.504, 0.921], [0.301, -1.307, -0.754], [-0.474, -0.342, -0.252], [0.007, -0.212, -0.060], [-0.755, 0.880, 0.523]],
  "total_energy_ha": -1968.41506,
  "spin_multiplicity": 3,
  "homo_energy_ev": [0.755, -5.237],
  "gap_ev": [1.896, 6.330],
  "charge": -1
}